(i)
A 2-piece molecular cluster, C4H12N4 overall. Source: the Open Molecules 2025 dataset; level of theory: wB97M-V/def2-TZVPD.

Computed properties:
Molar mass: 116.17 g mol⁻¹
Total charge: 0
LUMO level: 0.7 eV
SMILES string: N=C(N)N.C=CCN
Frontier orbital gap: 9.8 eV

Atoms and positions in Å:
N -1.470 1.591 -1.979
C -1.883 1.035 -0.784
N -2.468 -0.219 -0.920
N -1.827 1.587 0.362
H -0.724 2.261 -1.914
H -1.434 0.995 -2.791
H -1.910 -0.921 -1.382
H -2.836 -0.537 -0.037
H -1.539 2.561 0.284
N 0.811 -2.300 1.150
C 1.148 -0.962 0.636
C 3.461 -0.078 0.537
C 2.426 -0.480 1.254
H -0.102 -2.584 0.817
H 0.719 -2.247 2.159
H 0.356 -0.228 0.838
H 1.270 -1.021 -0.445
H 4.380 0.286 0.973
H 3.406 -0.103 -0.545
H 2.456 -0.480 2.338

(ii)
C4H12N4 as an isolated structure. Source: the Open Molecules 2025 dataset; level of theory: wB97M-V/def2-TZVPD.

Computed properties:
Molar mass: 116.17 g mol⁻¹
Total charge: 0
LUMO level: 1.0 eV
Frontier orbital gap: 7.4 eV

Atoms and positions in Å:
C -0.656 0.156 0.093
C -0.661 0.980 1.382
C 0.402 -0.905 0.062
N -0.172 1.270 -1.037
N -1.938 -0.375 -0.164
N -0.055 -2.233 -0.207
N 2.162 0.718 -0.155
C 1.726 -0.556 0.048
H -1.956 -1.058 -0.909
H -0.722 2.123 -1.003
H -0.270 0.857 -1.958
H -2.689 0.298 -0.189
H 0.677 -2.848 -0.536
H -0.542 -2.642 0.582
H 3.145 0.759 -0.389
H 1.101 1.315 -0.710
H 2.451 -1.370 0.004
H -1.371 1.808 1.313
H 0.335 1.372 1.571
H -0.965 0.331 2.201

(iii)
A 2-piece molecular cluster, C4H12N4 overall. Source: the Open Molecules 2025 dataset; level of theory: wB97M-V/def2-TZVPD.

Computed properties:
Molar mass: 116.17 g mol⁻¹
Total charge: 0
LUMO level: 0.7 eV
Frontier orbital gap: 8.6 eV

Atoms and positions in Å:
C -1.382 -1.434 -1.046
C -0.340 -0.946 0.109
C -0.943 -0.604 1.492
C 0.342 0.251 -0.164
H -2.261 -2.216 -0.432
H -2.033 -0.525 -1.041
H -0.851 -2.089 -1.929
H 0.585 -1.632 0.056
H 0.074 -0.326 2.133
H -1.748 0.257 1.878
H -1.402 -1.523 1.642
H 1.832 1.580 -0.462
H 3.574 -0.295 0.701
H 2.859 -0.676 -1.062
H -1.903 2.263 -0.574
H -1.998 1.423 1.108
N 1.651 0.676 0.053
N 2.765 -0.493 -0.052
N -0.248 1.458 -0.349
N -1.710 1.238 -0.274

It is (i) that is the most stable of them.